Below is a 3-piece molecular cluster, C3H6ClNOS overall in a non-equilibrium geometry, with properties calculated with ωB97M-V/def2-TZVPD.

Relative energy (zero: lowest compared OMol25 entry of this formula, charge and spin): 3.069 eV

```
! wB97M-V def2-TZVPD RIJCOSX def2/J DEFGRID3
* xyz 0 1
C 1.13 -2.85 -0.06
C -0.81 0.82 -0.61
C -1.85 -1.39 0.21
N 0.58 -2.05 0.62
O 1.87 -3.40 -0.76
S -2.03 -0.45 -1.11
Cl 3.91 0.73 0.00
H 0.11 0.28 -0.86
H -1.04 0.97 0.39
H -0.95 1.63 -1.27
H -2.60 -2.15 0.20
H 4.13 0.88 -1.21
H -0.28 -1.51 0.82
*
```



Below is an isolated ion of composition C4H10NO and charge -1 in a non-equilibrium geometry, with properties calculated with ωB97M-V/def2-TZVPD.

Relative energy (zero: lowest compared OMol25 entry of this formula, charge and spin): 0.366 eV
Structure (SMILES): C[C@H](N)CC[O-]

```
! wB97M-V def2-TZVPD RIJCOSX def2/J DEFGRID3
* xyz -1 1
C 1.38 0.13 -0.68
C 0.51 -0.23 0.52
N 0.77 -1.54 1.11
C -0.99 -0.11 0.13
C -1.45 1.27 -0.39
O -0.94 1.74 -1.51
H 1.02 1.06 -1.14
H 2.45 0.16 -0.45
H 1.29 -0.70 -1.40
H 0.68 0.48 1.34
H 0.21 -2.25 0.66
H 1.74 -1.81 1.17
H -1.17 -0.91 -0.62
H -1.56 -0.44 1.01
H -2.59 1.24 -0.32
H -1.33 1.90 0.57
*
```



Below is a 6-piece molecular cluster, C16H46Cl3O20P5 overall in a non-equilibrium geometry, with properties calculated with ωB97M-V/def2-TZVPD.

Relative energy (zero: lowest compared OMol25 entry of this formula, charge and spin): 0.000 eV
Structure (SMILES): COP(=O)(OC)OC.COP(=O)(OC)OC.COP(=O)(OC)OC.COP(=O)(OC)OC.COP(=O)(OC)OC.ClC(Cl)Cl

```
! wB97M-V def2-TZVPD RIJCOSX def2/J DEFGRID3
* xyz 0 1
C 0.89 -4.46 1.20
O 0.05 -5.34 0.44
P -0.73 -4.83 -0.83
O 0.08 -4.13 -1.83
O -1.37 -6.19 -1.28
C -2.04 -6.24 -2.55
O -1.97 -4.01 -0.32
C -1.80 -2.68 0.17
H 0.36 -4.14 2.09
H 1.20 -3.60 0.60
H 1.79 -5.02 1.47
H -2.92 -6.87 -2.42
H -1.38 -6.70 -3.29
H -2.32 -5.26 -2.91
H -2.11 -2.60 1.21
H -2.36 -1.95 -0.41
H -0.75 -2.37 0.13
C -1.52 1.30 -0.50
O -2.83 1.32 0.08
P -4.13 0.90 -0.70
O -4.43 -0.53 -0.69
O -3.93 1.57 -2.10
C -5.05 1.88 -2.94
O -5.23 1.79 -0.02
C -5.56 1.56 1.35
H -1.54 1.20 -1.59
H -0.94 0.50 -0.06
H -1.06 2.25 -0.25
H -4.86 1.50 -3.94
H -5.15 2.96 -2.97
H -5.97 1.42 -2.57
H -4.97 2.22 2.00
H -5.35 0.54 1.66
H -6.61 1.79 1.50
C 6.62 -3.88 0.80
O 6.83 -2.78 1.67
P 6.17 -1.38 1.39
O 6.34 -0.44 2.48
O 4.69 -1.69 0.96
C 3.68 -1.76 1.99
O 6.81 -0.93 0.02
C 7.54 0.31 -0.09
H 7.56 -4.27 0.42
H 6.00 -3.62 -0.06
H 6.10 -4.68 1.33
H 3.19 -2.74 1.97
H 2.95 -1.00 1.74
H 4.08 -1.62 2.99
H 8.54 0.07 -0.44
H 7.60 0.80 0.88
H 7.01 0.96 -0.79
C 0.06 -1.06 -3.03
O 1.17 -0.17 -2.79
P 2.09 -0.39 -1.54
O 1.36 -0.76 -0.31
O 3.26 -1.35 -1.96
C 3.05 -2.77 -1.94
O 2.84 0.99 -1.51
C 4.00 1.10 -0.66
H 0.20 -1.50 -4.02
H -0.85 -0.47 -3.08
H -0.02 -1.86 -2.30
H 2.74 -3.13 -2.92
H 2.31 -3.02 -1.18
H 3.99 -3.25 -1.66
H 4.73 0.34 -0.91
H 3.68 1.01 0.38
H 4.42 2.08 -0.85
C -2.45 4.02 2.69
O -2.83 3.88 1.32
P -3.57 5.01 0.54
O -3.76 4.73 -0.88
O -4.86 5.22 1.43
C -5.73 6.29 1.06
O -2.78 6.36 0.84
C -1.76 6.83 -0.03
H -1.37 3.94 2.79
H -2.87 3.20 3.28
H -2.83 4.94 3.12
H -5.79 6.43 -0.02
H -5.41 7.22 1.54
H -6.73 6.04 1.41
H -0.94 7.24 0.56
H -2.13 7.64 -0.65
H -1.36 6.04 -0.67
Cl 0.67 -0.99 4.34
C 0.20 -0.08 2.90
Cl 1.30 1.28 2.64
Cl -1.45 0.53 3.04
H 0.24 -0.71 2.02
*
```



Below is C28H56AgF12N2O12 as an isolated structure in a non-equilibrium geometry, with properties calculated with ωB97M-V/def2-TZVPD.

Relative energy (zero: lowest compared OMol25 entry of this formula, charge and spin): 1.513 eV

```
! wB97M-V def2-TZVPD RIJCOSX def2/J DEFGRID3
* xyz -1 1
Ag -0.89 -0.34 0.78
C 2.16 -2.72 1.63
O 1.82 -3.83 2.49
O 1.18 -1.91 1.48
C 3.41 -2.07 2.25
F 4.33 -2.98 2.70
F 4.06 -1.33 1.30
F 3.15 -1.28 3.28
C 2.24 -5.07 2.01
C 1.85 -6.17 2.96
H 2.02 -7.11 2.42
H 2.56 -6.26 3.78
H 0.79 -6.10 3.17
H 3.33 -5.09 1.85
H 1.80 -5.17 1.00
H 2.50 -3.16 0.65
C -0.52 1.47 3.57
O -1.88 1.48 4.00
O -0.46 1.38 2.27
C 0.09 2.79 4.08
F 0.11 2.93 5.41
F 1.44 2.82 3.70
F -0.40 3.91 3.54
C -2.16 0.86 5.22
C -3.48 1.39 5.74
H -4.30 0.87 5.26
H -3.58 1.11 6.80
H -3.53 2.47 5.72
H -1.36 1.01 5.96
H -2.16 -0.24 5.15
H 0.11 0.70 4.06
C -4.05 -1.56 0.57
O -5.01 -0.83 1.35
O -2.88 -1.62 1.17
C -4.62 -2.94 0.20
F -4.09 -3.37 -0.98
F -4.41 -3.91 1.10
F -5.96 -2.92 -0.04
C -5.59 -1.49 2.44
C -6.50 -0.51 3.15
H -6.91 -0.93 4.07
H -5.92 0.36 3.46
H -7.28 -0.18 2.46
H -4.86 -1.88 3.18
H -6.09 -2.43 2.18
H -3.94 -1.02 -0.38
C -0.38 1.54 -2.62
O 0.27 2.85 -2.65
O -0.19 0.86 -1.53
C -1.86 1.75 -2.93
F -2.51 0.58 -3.02
F -2.51 2.48 -1.99
F -2.04 2.36 -4.14
C 0.62 3.25 -3.93
C 1.12 4.71 -3.91
H 0.49 5.31 -3.25
H 2.06 4.73 -3.36
H 1.22 5.06 -4.93
H -0.20 3.29 -4.65
H 1.41 2.63 -4.36
H -0.01 1.00 -3.53
C 2.73 -1.42 -5.48
O 2.02 -1.50 -4.31
C 2.86 -1.72 -3.19
C 1.99 -1.83 -1.97
N 1.07 -3.00 -2.19
H 0.61 -2.91 -3.11
H 1.73 -3.77 -2.18
C 0.04 -3.28 -1.13
C -1.27 -2.79 -1.65
O -1.41 -3.11 -3.02
C -2.68 -2.72 -3.54
H 3.58 -0.73 -5.40
H 2.08 -1.13 -6.31
H 3.21 -2.36 -5.78
H 3.40 -0.78 -3.06
H 3.55 -2.58 -3.24
H 1.48 -0.92 -1.64
H 2.61 -2.15 -1.13
H 0.36 -2.81 -0.19
H 0.12 -4.36 -0.95
H -1.23 -1.71 -1.48
H -2.11 -3.14 -1.06
H -3.42 -3.49 -3.28
H -2.57 -2.74 -4.62
H -3.05 -1.80 -3.09
C 4.46 2.36 -1.88
O 3.76 1.36 -1.16
C 3.98 1.48 0.24
C 2.72 1.26 0.98
N 1.55 2.12 0.64
H 1.36 1.87 -0.36
H 0.75 1.76 1.20
C 1.67 3.59 0.82
C 0.38 4.19 0.29
O 0.73 5.35 -0.47
C -0.40 5.81 -1.15
H 4.15 2.31 -2.92
H 5.55 2.28 -1.89
H 4.09 3.32 -1.53
H 4.43 2.45 0.46
H 4.70 0.69 0.47
H 2.86 1.50 2.04
H 2.36 0.22 0.97
H 2.58 3.92 0.34
H 1.67 3.67 1.90
H -0.29 4.46 1.11
H -0.17 3.54 -0.39
H -0.58 5.14 -2.00
H -0.27 6.86 -1.40
H -1.36 5.70 -0.61
*
```